No. 1
Below is 2 unconnected molecules or ions with the total composition C4H12 in a non-equilibrium geometry, with properties calculated with the ωB97M-V functional and the def2-TZVPD basis.

The geometry in XYZ format:
```
16
Properties=species:S:1:pos:R:3:forces:R:3
C 1.627 -0.975 0.801 0.3 -0.4 -1.5
C 1.276 -2.280 0.041 -0.8 0.1 1.5
H 0.736 -0.623 1.311 0.2 0.1 0.4
H 2.468 -1.193 1.453 -0.2 0.2 0.4
H 1.976 -0.205 0.109 -0.2 0.1 0.1
H 1.883 -2.547 -0.809 0.4 0.0 -0.1
H 0.226 -2.300 -0.253 0.0 0.2 -0.3
H 1.318 -3.036 0.833 0.2 -0.4 -0.5
C -0.970 1.600 -1.055 -0.2 1.7 0.7
C -1.857 1.571 0.217 -0.8 0.3 -1.3
H -0.255 2.420 -0.920 0.4 -0.4 0.1
H -0.418 0.698 -1.283 -0.2 -0.2 -0.2
H -1.551 2.047 -1.865 0.0 -0.9 -0.4
H -1.483 2.281 0.948 0.2 -0.7 0.6
H -2.837 1.977 -0.045 0.0 0.2 -0.1
H -2.140 0.565 0.519 0.6 0.0 0.7
```
Positions in Å, forces in eV/Å.

Output
relative energy (zero: lowest compared OMol25 entry of this formula, charge and spin): 12.94 kcal per mole
energy: -159.5644 hartree
multiplicity: 1
SMILES string: CC.CC

No. 2
Below is 2 unconnected molecules or ions with the total composition C4H12 in a non-equilibrium geometry, with properties calculated with the ωB97M-V functional and the def2-TZVPD basis.

The geometry in XYZ format:
```
16
Properties=species:S:1:pos:R:3:forces:R:3
C 0.904 0.010 -2.096 1.3 -0.1 -0.1
C 2.216 0.792 -1.937 -0.8 1.1 0.1
H 0.447 -0.180 -1.127 -0.3 0.2 -0.1
H 0.271 0.533 -2.810 -0.3 -0.1 0.3
H 1.158 -0.953 -2.518 -0.2 -0.4 -0.2
H 2.683 1.007 -2.893 0.3 -0.5 -0.2
H 2.925 0.385 -1.224 0.1 -0.3 -0.1
H 1.967 1.795 -1.585 0.0 0.1 0.3
C -1.165 -0.996 1.738 -0.3 -0.7 0.1
C -1.939 0.196 2.296 1.2 0.6 -0.4
H -1.063 -0.919 0.656 0.3 0.0 0.0
H -0.205 -1.113 2.239 0.3 0.4 -0.4
H -1.620 -1.981 1.910 -0.4 0.3 0.1
H -1.612 1.101 1.765 -0.3 -0.2 -0.3
H -3.013 0.118 2.210 -0.2 0.0 0.3
H -1.569 0.455 3.284 -0.6 -0.4 0.5
```
Positions in Å, forces in eV/Å.

Output
relative energy (zero: lowest compared OMol25 entry of this formula, charge and spin): 6.76 kcal per mole
energy: -159.5742 hartree
multiplicity: 1
SMILES string: CC.CC

No. 3
Below is 2 unconnected molecules or ions with the total composition C4H12, with properties calculated with the ωB97M-V functional and the def2-TZVPD basis.

The geometry in XYZ format:
```
16
Properties=species:S:1:pos:R:3:forces:R:3
C -1.378 1.849 -0.579 0.0 -0.3 -0.2
C -1.826 1.482 0.840 0.0 -0.2 -0.3
H -2.236 1.931 -1.248 0.0 0.1 0.0
H -0.819 2.786 -0.617 -0.1 0.0 0.0
H -0.757 1.066 -1.023 0.1 0.1 0.2
H -1.869 0.400 0.975 0.0 0.0 0.0
H -1.145 1.871 1.589 0.0 0.1 0.1
H -2.827 1.863 1.025 0.0 0.1 0.2
C 1.002 -2.055 0.196 -0.3 0.0 0.0
C 2.172 -1.297 -0.456 -0.3 -0.2 -0.1
H 0.946 -1.889 1.272 0.0 0.1 0.0
H 0.033 -1.763 -0.213 0.1 0.1 0.0
H 1.053 -3.135 0.058 0.2 0.0 0.0
H 2.835 -0.878 0.296 0.1 0.0 0.0
H 1.821 -0.476 -1.085 0.0 0.0 0.1
H 2.752 -1.958 -1.103 0.0 0.1 0.1
```
Positions in Å, forces in eV/Å.

Output
relative energy (zero: lowest compared OMol25 entry of this formula, charge and spin): 4.05 kcal per mole
energy: -159.5785 hartree
multiplicity: 1
SMILES string: CC.CC

No. 4
Below is 2 unconnected molecules or ions with the total composition C4H12 in a non-equilibrium geometry, with properties calculated with the ωB97M-V functional and the def2-TZVPD basis.

The geometry in XYZ format:
```
16
Properties=species:S:1:pos:R:3:forces:R:3
C -0.901 1.115 -1.108 0.3 -0.2 -1.1
C -0.539 0.195 -2.295 0.1 0.3 0.3
H -0.874 2.147 -1.467 0.2 0.0 0.3
H -1.926 0.941 -0.809 -0.2 -0.2 0.3
H -0.216 0.952 -0.284 -0.1 0.2 0.2
H -0.440 -0.848 -1.989 -0.4 0.0 -0.1
H 0.432 0.443 -2.731 -0.1 0.2 0.1
H -1.296 0.329 -3.070 0.1 -0.4 -0.1
C 0.408 -0.084 2.107 0.5 0.2 0.5
C 1.048 -1.232 1.310 -0.8 -0.3 0.5
H -0.654 0.032 1.890 0.1 0.1 -0.1
H 0.482 -0.193 3.195 0.1 -0.3 -0.2
H 0.953 0.845 1.918 -0.4 0.1 -0.2
H 1.045 -2.159 1.886 0.3 0.1 0.1
H 2.056 -0.999 0.988 0.1 -0.1 -0.1
H 0.420 -1.485 0.461 0.2 0.2 -0.4
```
Positions in Å, forces in eV/Å.

Output
relative energy (zero: lowest compared OMol25 entry of this formula, charge and spin): 4.21 kcal per mole
energy: -159.5783 hartree
multiplicity: 1
SMILES string: CC.CC

No. 5
Below is 2 unconnected molecules or ions with the total composition C4H12 in a non-equilibrium geometry, with properties calculated with the ωB97M-V functional and the def2-TZVPD basis.

The geometry in XYZ format:
```
16
Properties=species:S:1:pos:R:3:forces:R:3
C -0.828 0.430 -2.407 -0.3 0.0 0.5
C -1.488 -0.754 -1.702 0.1 0.4 0.6
H 0.243 0.439 -2.217 0.1 -0.1 -0.3
H -1.056 0.414 -3.465 0.2 0.1 -0.3
H -1.191 1.376 -2.003 -0.2 0.0 0.0
H -2.575 -0.641 -1.630 0.1 -0.3 -0.5
H -1.179 -0.775 -0.660 0.2 0.0 0.2
H -1.176 -1.707 -2.121 -0.3 -0.1 -0.2
C 0.600 0.493 1.657 0.3 0.5 -0.9
C 1.689 -0.218 2.448 -0.1 0.1 -0.1
H 0.462 1.527 1.963 -0.2 0.0 0.4
H 0.908 0.603 0.603 -0.1 -0.2 0.2
H -0.366 0.001 1.641 -0.1 -0.2 0.2
H 1.346 -0.583 3.419 0.1 0.1 -0.1
H 2.534 0.454 2.591 0.0 0.0 0.2
H 2.078 -1.059 1.882 0.0 -0.3 0.0
```
Positions in Å, forces in eV/Å.

Output
relative energy (zero: lowest compared OMol25 entry of this formula, charge and spin): 2.65 kcal per mole
energy: -159.5808 hartree
multiplicity: 1
SMILES string: CC.CC

No. 6
Below is 2 unconnected molecules or ions with the total composition C4H12 in a non-equilibrium geometry, with properties calculated with the ωB97M-V functional and the def2-TZVPD basis.

The geometry in XYZ format:
```
16
Properties=species:S:1:pos:R:3:forces:R:3
C -0.371 1.008 -2.474 0.4 0.6 -0.1
C 0.775 1.538 -1.608 -0.2 -0.4 1.2
H -0.651 0.026 -2.116 -0.2 -0.2 -0.1
H -1.224 1.674 -2.383 -0.2 0.0 0.0
H -0.131 0.973 -3.539 0.1 -0.2 0.1
H 0.358 1.905 -0.653 0.1 0.1 -0.4
H 1.411 2.307 -2.023 -0.1 0.3 -0.3
H 1.441 0.741 -1.266 0.1 -0.1 -0.4
C -0.525 -1.057 1.355 -0.2 0.3 0.0
C 0.144 -1.477 2.654 0.1 0.0 0.0
H -0.986 -1.924 0.887 0.1 0.0 -0.2
H -1.331 -0.337 1.517 0.0 0.0 0.2
H 0.152 -0.569 0.645 0.1 -0.3 0.1
H 0.512 -0.646 3.249 0.1 0.2 -0.1
H -0.546 -2.013 3.295 -0.2 -0.1 0.1
H 0.974 -2.151 2.463 0.2 0.0 0.0
```
Positions in Å, forces in eV/Å.

Output
relative energy (zero: lowest compared OMol25 entry of this formula, charge and spin): 2.70 kcal per mole
energy: -159.5807 hartree
multiplicity: 1
SMILES string: CC.CC

No. 7
Below is 2 unconnected molecules or ions with the total composition C4H12 in a non-equilibrium geometry, with properties calculated with the ωB97M-V functional and the def2-TZVPD basis.

The geometry in XYZ format:
```
16
Properties=species:S:1:pos:R:3:forces:R:3
C -1.494 1.985 1.144 -1.6 -1.1 0.1
C -0.544 1.454 2.210 1.5 0.8 -1.1
H -2.042 2.828 1.564 0.4 0.4 -0.4
H -2.325 1.295 0.913 0.3 -0.2 0.3
H -1.107 2.161 0.150 0.6 0.5 0.1
H 0.099 0.613 1.936 -0.9 -0.7 -0.1
H 0.288 2.175 2.267 -0.5 0.4 0.7
H -1.051 1.337 3.158 0.2 -0.2 0.2
C 0.329 -2.094 -1.553 1.1 -0.4 0.2
C 1.707 -1.425 -1.733 -0.5 1.1 -0.2
H 0.040 -2.324 -2.574 -0.9 0.2 0.1
H -0.337 -1.461 -0.975 -0.3 0.2 -0.4
H 0.333 -3.038 -1.008 0.4 -0.1 -0.1
H 2.415 -1.443 -0.910 0.0 -0.4 0.1
H 2.175 -1.704 -2.673 0.3 -0.6 0.2
H 1.513 -0.361 -1.917 0.0 0.0 0.2
```
Positions in Å, forces in eV/Å.

Output
relative energy (zero: lowest compared OMol25 entry of this formula, charge and spin): 12.48 kcal per mole
energy: -159.5651 hartree
multiplicity: 1
SMILES string: CC.CC

No. 8
Below is 2 unconnected molecules or ions with the total composition C4H12 in a non-equilibrium geometry, with properties calculated with the ωB97M-V functional and the def2-TZVPD basis.

The geometry in XYZ format:
```
16
Properties=species:S:1:pos:R:3:forces:R:3
C 0.518 1.907 -0.409 0.0 -0.1 0.8
C 1.901 1.332 -0.726 -0.8 0.5 -1.0
H -0.168 1.140 -0.065 -0.1 -0.3 -0.2
H 0.521 2.612 0.424 0.3 0.2 -0.1
H 0.077 2.407 -1.259 -0.1 0.1 -0.3
H 2.429 1.001 0.160 0.1 -0.1 0.0
H 2.463 2.089 -1.283 0.3 -0.1 0.4
H 1.758 0.532 -1.463 0.3 -0.2 0.4
C -1.090 -1.329 1.281 0.3 0.0 -0.6
C -1.279 -1.933 -0.120 0.2 -0.1 0.5
H -1.622 -1.888 2.039 -0.1 -0.1 0.2
H -0.033 -1.300 1.560 -0.1 0.1 0.0
H -1.465 -0.307 1.265 0.0 0.1 0.3
H -2.323 -2.167 -0.271 -0.3 0.0 -0.2
H -0.726 -2.867 -0.249 0.0 0.1 0.0
H -0.961 -1.227 -0.884 0.0 0.0 -0.1
```
Positions in Å, forces in eV/Å.

Output
relative energy (zero: lowest compared OMol25 entry of this formula, charge and spin): 2.18 kcal per mole
energy: -159.5815 hartree
multiplicity: 1
SMILES string: CC.CC